Computed, not measured: one molecule with the formula C5H13N2 in a non-equilibrium geometry, with the ωB97M-V functional and the def2-TZVPD basis.

Relative energy (zero: lowest compared OMol25 entry of this formula, charge and spin): 3.4014 eV
F_max: 2.7 eV Å⁻¹
Kohn-Sham gap (alpha / beta): 0.1702 / 0.3159 hartree
Energy: -8370.8804 eV
Multiplicity: 2

Structure (XYZ):
```
20
Properties=species:S:1:pos:R:3:lowdin_charge:R:1
C -0.018 0.931 -2.170 -0.251
C 0.161 -0.300 -1.280 -0.246
C -0.495 -0.395 0.123 -0.143
C 0.186 0.097 1.182 -0.185
N 0.176 -0.506 2.441 -0.105
C 1.489 -0.695 3.048 -0.121
N -1.353 0.823 -2.863 -0.041
H -0.093 1.863 -1.612 0.099
H 0.707 0.898 -2.978 0.096
H -0.236 -1.180 -1.791 0.080
H 1.246 -0.478 -1.284 0.104
H -1.185 -1.231 0.085 0.071
H 0.556 1.108 0.983 0.126
H -0.431 -1.289 2.606 0.110
H 2.285 -0.897 2.315 0.076
H 1.791 0.180 3.605 0.064
H 1.415 -1.543 3.745 0.082
H -2.177 0.630 -2.053 0.074
H -1.498 -0.017 -3.447 0.054
H -1.691 1.684 -3.303 0.054
```

Computed, not measured: one molecule with the formula C5H13N2 in a non-equilibrium geometry, with the ωB97M-V functional and the def2-TZVPD basis.

Relative energy (zero: lowest compared OMol25 entry of this formula, charge and spin): 1.6921 eV
F_max: 3.0 eV Å⁻¹
Kohn-Sham gap (alpha / beta): 0.3350 / 0.3138 hartree
Energy: -8372.5897 eV
Multiplicity: 2

Structure (XYZ):
```
20
Properties=species:S:1:pos:R:3:lowdin_charge:R:1
C 2.011 1.369 -1.577 -0.101
C 0.770 0.486 -1.304 -0.426
C 0.731 0.385 0.368 -0.156
C -0.638 0.033 0.932 -0.105
C -1.117 -1.338 1.015 -0.309
N -1.318 -2.071 2.327 -0.016
N -0.375 1.219 -1.768 0.003
H 2.938 0.770 -1.716 0.075
H 2.184 2.023 -0.676 0.071
H 1.783 2.102 -2.372 0.070
H 0.819 -0.501 -1.822 0.131
H 0.958 1.373 0.780 0.087
H 1.596 -0.169 0.771 0.115
H -1.281 0.733 1.431 0.091
H -0.601 -1.917 0.179 0.116
H -2.077 -2.692 2.281 0.023
H -1.017 -1.758 3.283 0.085
H -0.914 1.232 -0.853 0.070
H -2.116 -1.503 0.583 0.102
H -0.960 0.653 -2.383 0.073
```

Computed, not measured: a 2-piece molecular cluster, C5H13N2 overall in a non-equilibrium geometry, with the ωB97M-V functional and the def2-TZVPD basis.

Relative energy (zero: lowest compared OMol25 entry of this formula, charge and spin): 3.8293 eV
Net charge: +1
F_max: 4.8 eV Å⁻¹
Kohn-Sham gap: 0.3552 hartree
Energy: -8366.9811 eV

Structure (XYZ):
```
20
Properties=species:S:1:pos:R:3:lowdin_charge:R:1
C -2.713 1.022 -0.372 -0.059
C -0.411 -2.339 0.605 -0.048
C 2.025 1.813 0.079 -0.013
C 0.279 -1.554 -0.492 -0.159
C 0.601 -0.120 -0.295 -0.006
N -1.660 1.462 0.121 -0.008
N 1.734 0.420 0.031 0.022
H -3.614 1.231 0.122 0.067
H -2.477 0.413 -1.333 0.117
H -0.954 -3.122 0.234 0.060
H 0.170 -2.632 1.486 0.105
H -1.200 -1.777 0.930 0.043
H 1.030 2.256 0.242 0.105
H 2.938 1.872 0.756 0.136
H 2.486 2.061 -0.864 0.103
H 1.326 -1.923 -0.632 0.134
H -0.270 -1.702 -1.351 0.100
H -0.225 0.559 -0.396 0.055
H 2.569 -0.103 0.288 0.174
H -1.635 2.162 0.841 0.073
```

Computed, not measured: an isolated ion of composition C5H13N2 and charge +1 in a non-equilibrium geometry, with the ωB97M-V functional and the def2-TZVPD basis.

Relative energy (zero: lowest compared OMol25 entry of this formula, charge and spin): 1.1765 eV
Net charge: +1
F_max: 2.5 eV Å⁻¹
Kohn-Sham gap: 0.4025 hartree
Energy: -8369.6338 eV

Structure (XYZ):
```
20
Properties=species:S:1:pos:R:3:lowdin_charge:R:1
C 0.268 -2.588 0.807 -0.088
C -0.558 -1.635 -0.078 -0.251
C -0.876 -0.270 0.531 -0.204
C 0.326 0.641 0.725 -0.175
N -0.173 2.972 -0.961 0.217
C 0.512 1.932 -1.346 -0.109
N 0.984 1.011 -0.506 0.075
H 1.208 -2.929 0.378 0.074
H -0.319 -3.504 0.895 0.076
H 0.395 -2.211 1.822 0.075
H -1.457 -2.153 -0.404 0.110
H -0.050 -1.432 -1.029 0.093
H -1.386 -0.444 1.481 0.126
H -1.638 0.235 -0.085 0.116
H 0.096 1.447 1.419 0.127
H 1.010 -0.016 1.280 0.131
H -0.315 3.108 0.022 0.132
H -0.477 3.680 -1.623 0.153
H 1.019 1.879 -2.304 0.170
H 1.432 0.276 -1.025 0.152
```

Computed, not measured: a 2-piece molecular cluster, C5H13N2 overall in a non-equilibrium geometry, with the ωB97M-V functional and the def2-TZVPD basis.

Relative energy (zero: lowest compared OMol25 entry of this formula, charge and spin): 2.7181 eV
Net charge: +1
F_max: 1.1 eV Å⁻¹
Kohn-Sham gap: 0.3050 hartree
Energy: -8368.0922 eV

Structure (XYZ):
```
20
Properties=species:S:1:pos:R:3:lowdin_charge:R:1
C 0.064 0.317 -2.175 -0.128
C 0.263 0.203 -3.476 0.109
C 0.519 1.740 -0.274 0.196
N 0.628 1.436 -1.511 0.050
H -0.515 -0.346 -1.549 0.095
H 0.903 0.886 -4.026 0.086
H -0.174 -0.606 -4.038 0.086
H 0.960 2.681 0.030 0.129
H 0.051 1.057 0.421 0.074
H 1.231 2.036 -2.070 0.177
C 0.584 -0.870 2.450 -0.099
C -0.868 -0.658 2.058 -0.329
N -1.057 -0.993 0.625 -0.039
H 1.269 -0.308 1.813 0.058
H 0.761 -0.576 3.477 0.078
H 0.821 -1.931 2.398 0.080
H -1.467 -1.352 2.653 0.109
H -1.253 0.333 2.280 0.102
H -0.673 -1.922 0.479 0.081
H -2.046 -1.130 0.435 0.083
```

Computed, not measured: C5H13N2 as an isolated structure in a non-equilibrium geometry, with the ωB97M-V functional and the def2-TZVPD basis.

Relative energy (zero: lowest compared OMol25 entry of this formula, charge and spin): 9.0668 eV
Net charge: +1
F_max: 2.3 eV Å⁻¹
Kohn-Sham gap: 0.2028 hartree
Energy: -8361.7436 eV

Structure (XYZ):
```
20
Properties=species:S:1:pos:R:3:lowdin_charge:R:1
C 0.861 1.497 0.508 -0.063
C 1.290 0.107 0.050 -0.325
C 0.251 -0.715 -0.760 -0.122
C -1.089 -0.189 -0.905 0.117
C -2.239 -0.828 -0.293 -0.222
N -2.210 -0.332 1.076 0.132
N 3.179 0.082 0.212 0.054
H 0.833 2.221 -0.301 0.092
H -0.164 1.442 0.845 0.050
H 1.456 1.883 1.329 0.097
H 2.250 0.344 -0.670 0.082
H 0.636 -0.817 -1.781 0.167
H 0.182 -1.696 -0.292 0.134
H -1.173 0.632 -1.617 0.162
H -3.179 -0.513 -0.737 0.142
H -1.383 -0.571 1.610 0.112
H -2.456 0.649 1.151 0.113
H 1.743 -0.414 0.914 0.114
H -2.188 -1.901 -0.238 0.141
H 3.401 -0.882 -0.100 0.025
```

Computed, not measured: C5H13N2 as an isolated structure in a non-equilibrium geometry, with the ωB97M-V functional and the def2-TZVPD basis.

Relative energy (zero: lowest compared OMol25 entry of this formula, charge and spin): 4.5535 eV
Net charge: +1
F_max: 6.4 eV Å⁻¹
Kohn-Sham gap: 0.3952 hartree
Energy: -8366.2569 eV

Structure (XYZ):
```
20
Properties=species:S:1:pos:R:3:lowdin_charge:R:1
C 2.640 -0.330 -0.529 -0.058
C 0.483 1.745 0.595 -0.053
C -1.343 -1.512 0.685 0.003
C -1.214 -0.134 -1.254 0.024
C 0.344 0.258 0.656 -0.212
N 1.444 -0.660 -0.528 0.067
N -1.038 -0.151 0.246 -0.167
H 3.034 -0.763 -1.446 0.095
H 3.086 0.526 -0.081 0.076
H -0.147 2.242 1.385 0.115
H 0.126 2.107 -0.341 0.070
H 1.533 2.065 0.877 0.114
H -0.597 -2.103 0.236 0.085
H -1.400 -1.572 1.804 0.140
H -2.244 -1.768 0.143 0.106
H -1.382 -1.149 -1.771 0.147
H -2.137 0.495 -1.333 0.128
H -0.298 0.402 -1.528 0.081
H 0.789 -0.101 1.567 0.134
H -1.679 0.405 0.618 0.108
```

Computed, not measured: an isolated ion of composition C5H13N2 and charge +1 in a non-equilibrium geometry, with the ωB97M-V functional and the def2-TZVPD basis.

Relative energy (zero: lowest compared OMol25 entry of this formula, charge and spin): 4.5257 eV
Net charge: +1
F_max: 3.1 eV Å⁻¹
Kohn-Sham gap: 0.2525 hartree
Energy: -8366.2847 eV

Structure (XYZ):
```
20
Properties=species:S:1:pos:R:3:lowdin_charge:R:1
C -2.263 -0.306 1.167 -0.046
C -1.262 -0.357 0.018 -0.357
C 0.080 0.418 0.578 -0.093
C 0.980 0.778 -0.451 0.116
C 1.934 -0.202 -0.983 -0.226
N 2.790 -0.814 0.041 0.056
N -1.910 0.280 -1.120 0.064
H -3.147 -0.875 0.861 0.104
H -1.946 -0.887 2.027 0.096
H -2.541 0.736 1.285 0.092
H -0.938 -1.345 -0.287 0.143
H -0.332 1.256 1.137 0.132
H 0.538 -0.287 1.264 0.148
H 1.211 1.832 -0.567 0.156
H 1.397 -1.022 -1.468 0.138
H 3.762 -0.871 -0.223 0.095
H 2.702 -0.454 0.980 0.077
H -1.205 0.691 -1.723 0.080
H 2.567 0.313 -1.705 0.129
H -2.416 1.116 -0.832 0.096
```

Computed, not measured: an isolated ion of composition C5H13N2 and charge +1 in a non-equilibrium geometry, with the ωB97M-V functional and the def2-TZVPD basis.

Relative energy (zero: lowest compared OMol25 entry of this formula, charge and spin): 3.8223 eV
Net charge: +1
F_max: 1.9 eV Å⁻¹
Kohn-Sham gap: 0.3257 hartree
Energy: -8366.9881 eV

Structure (XYZ):
```
20
Properties=species:S:1:pos:R:3:lowdin_charge:R:1
C 0.847 -0.724 -1.430 -0.137
C 1.688 0.408 -0.780 -0.157
C 1.085 0.554 0.630 -0.103
C -0.142 1.133 0.681 -0.190
N -1.184 0.992 1.603 -0.107
C -2.415 0.607 0.924 -0.110
N 0.713 -1.925 -0.496 0.188
H -0.156 -0.311 -1.620 0.127
H 1.194 -1.074 -2.411 0.133
H 2.726 0.089 -0.721 0.114
H 1.549 1.316 -1.342 0.118
H 1.811 0.522 1.449 0.129
H -0.208 2.035 0.044 0.146
H -1.307 1.681 2.331 0.127
H -3.195 0.176 1.550 0.089
H -2.785 1.403 0.281 0.082
H -2.174 -0.224 0.240 0.065
H 0.376 -1.519 0.387 0.142
H 1.514 -2.551 -0.389 0.176
H 0.061 -2.587 -0.930 0.171
```

Computed, not measured: an isolated ion of composition C5H13N2 and charge +1 in a non-equilibrium geometry, with the ωB97M-V functional and the def2-TZVPD basis.

Relative energy (zero: lowest compared OMol25 entry of this formula, charge and spin): 4.7571 eV
Net charge: +1
F_max: 4.0 eV Å⁻¹
Kohn-Sham gap: 0.3083 hartree
Energy: -8366.0532 eV

Structure (XYZ):
```
20
Properties=species:S:1:pos:R:3:lowdin_charge:R:1
C 0.811 1.033 -2.111 -0.019
C 0.169 0.458 -0.846 -0.337
C 0.095 -1.043 -0.545 -0.140
C 0.269 -1.256 0.959 -0.216
C -0.361 -0.079 3.025 -0.016
N -0.350 -0.204 1.761 -0.098
N -1.271 0.946 -0.652 0.222
H 1.400 1.896 -1.814 0.092
H 1.359 0.217 -2.576 0.090
H 0.076 1.218 -2.916 0.094
H 0.810 0.882 -0.069 0.139
H 1.076 -1.417 -0.912 0.131
H -0.502 -1.762 -1.105 0.129
H 1.316 -1.130 1.273 0.134
H 0.131 -2.216 1.476 0.126
H -0.615 -1.016 3.587 0.086
H 0.382 0.563 3.494 0.095
H -1.306 1.955 -0.519 0.180
H -1.818 0.713 -1.482 0.166
H -1.670 0.241 -0.027 0.142
```

Computed, not measured: an isolated ion of composition C5H13N2 and charge +2 in a non-equilibrium geometry, with the ωB97M-V functional and the def2-TZVPD basis.

Relative energy (zero: lowest compared OMol25 entry of this formula, charge and spin): 1.3132 eV
Net charge: +2
F_max: 2.8 eV Å⁻¹
Kohn-Sham gap (alpha / beta): 0.3665 / 0.3568 hartree
Energy: -8357.1067 eV
Multiplicity: 2

Structure (XYZ):
```
20
Properties=species:S:1:pos:R:3:lowdin_charge:R:1
C 0.461 1.058 -1.776 -0.094
C -0.246 1.816 -0.643 -0.132
C -0.528 1.105 0.649 0.059
C -0.905 -0.237 0.770 -0.061
N -0.472 -1.086 1.671 0.054
C -0.907 -2.507 1.630 0.016
N 1.783 0.433 -1.309 0.204
H -0.119 0.200 -2.111 0.137
H 0.750 1.731 -2.576 0.147
H 0.378 2.671 -0.367 0.139
H -1.171 2.189 -1.097 0.160
H -0.547 1.751 1.523 0.148
H -1.396 -0.730 -0.071 0.164
H -0.471 -0.757 2.644 0.191
H -0.447 -3.041 2.450 0.111
H -1.991 -2.529 1.645 0.116
H -0.608 -2.943 0.676 0.106
H 1.619 -0.410 -0.761 0.161
H 2.428 1.078 -0.832 0.187
H 2.388 0.209 -2.113 0.188
```

Computed, not measured: an isolated ion of composition C5H13N2O and charge +1 in a non-equilibrium geometry, with the ωB97M-V functional and the def2-TZVPD basis.

Relative energy (zero: lowest compared OMol25 entry of this formula, charge and spin): 4.1607 eV
Net charge: +1
F_max: 6.6 eV Å⁻¹
Kohn-Sham gap: 0.3341 hartree
Energy: -10414.0352 eV

Structure (XYZ):
```
21
Properties=species:S:1:pos:R:3:lowdin_charge:R:1
N 0.108 -3.026 -0.653 0.180
C -0.380 -1.725 -0.016 -0.072
C -0.292 -0.691 -1.167 -0.430
N 0.430 0.568 -0.988 0.104
C -0.943 1.088 0.981 -0.107
C 0.340 1.137 0.278 -0.531
C 0.714 2.572 0.502 -0.098
O -0.579 -1.052 -2.256 0.108
H -0.132 -3.778 -0.077 0.125
H -0.200 -3.159 -1.663 0.185
H 1.289 -2.907 -0.747 0.286
H 0.185 -1.361 0.872 0.125
H -1.456 -1.757 0.366 0.154
H 0.479 1.091 -1.872 0.167
H -1.755 1.788 0.746 0.111
H -0.657 1.459 1.917 0.064
H -1.521 0.127 1.231 0.099
H 1.270 0.626 1.051 0.201
H 0.176 3.199 1.266 0.106
H 1.068 3.106 -0.489 0.117
H 1.856 2.695 0.717 0.106
```